[1]
The molecule C3H7N3O2 at a distorted geometry. Source: the OMol25 dataset; level of theory: the ωB97M-V functional and the def2-TZVPD basis.

Structure (ORCA input):
```
! RIJCOSX wB97M-V def2-TZVPD def2/J DEFGRID3
* xyz 0 1
C 1.06269 0.85316 0.19307
N 0.19270 1.15736 -0.95647
O -0.20994 2.68326 -0.74165
C -1.05225 0.36227 -0.82092
N -1.21486 -0.75353 -0.36875
C -0.48533 -1.24006 0.62312
N 0.37613 -2.38697 0.36088
O -0.62902 -0.74991 1.75739
H 0.50098 1.03011 1.21154
H 2.18239 1.42937 0.34438
H 1.20467 -0.23015 0.25255
H 0.05298 2.92760 -1.73271
H -1.90865 0.83863 -1.30407
H 0.33527 -2.90533 1.30959
H -0.40777 -3.01581 -0.12793
*
```

For the gap between HOMO and LUMO, the calculation gives 10.2902 eV. The value obtained for the maximum force is 5.5 eV/A. Its SMILES is CN(O)/C=N\C(N)=O.

natural (NBO) atomic charge list, values in e, 5 entries: number 1, C, carries -0.4787; number 2, N, carries -0.1844; number 3, O, carries -0.5883; number 4, C, carries 0.3568; number 5, N, carries -0.5124

---

[2]
A structure of composition C3H7N3O2 at a distorted geometry. Source: the OMol25 dataset; level of theory: the ωB97M-V functional and the def2-TZVPD basis.

Structure (ORCA input):
```
! RIJCOSX wB97M-V def2-TZVPD def2/J DEFGRID3
* xyz 0 1
C 0.22582 2.92566 -1.29576
C -0.16539 0.92842 -0.28880
C -0.29396 -1.21687 1.08555
H -0.32026 3.79039 -1.65773
H 1.27245 3.33615 -0.48293
H 0.55362 2.08375 -2.16395
H -1.94615 0.48753 1.07440
H -0.16537 -1.74402 2.13981
H 0.65670 -4.06823 -0.08473
H 1.56009 -3.11387 1.92564
N -0.92232 0.07033 0.62816
N 0.11448 -2.08974 0.09347
N 0.29608 -3.41335 0.93539
O -0.44050 2.22001 -0.28718
O 0.86206 0.45929 -0.88228
*
```

For the gap between HOMO and LUMO, the calculation gives 8.6659 eV. The value obtained for the maximum force is 6.8 eV/A.

natural (NBO) atomic charge list, values in e, 5 entries: number 1, C, carries -0.2701; number 2, C, carries 0.8846; number 3, C, carries 0.2087; number 4, H, carries 0.1975; number 5, H, carries 0.1743

---

Across the entries above, E_HOMO takes the values -9.79, -8.99 eV, respectively.
Across the entries above, calculated total energy takes the values -433.115482, -432.946284 hartree, respectively.
Across the entries above, relative energy (zero: lowest compared OMol25 entry of this formula, charge and spin) takes the values 544.2, 988.5 kJ/mol, respectively.